54
Properties=species:S:1:pos:R:3 method="wB97M-V/def2-TZVPD" smiles="CCOc1cc(-c2noc(CCC(=O)NCCc3ccccc3)n2)ccc1OC" e_lumo_ha=0.0242 relative_energy_kj_mol=252.8
C 3.98 -1.58 2.49
C 2.56 -1.64 3.04
O 2.02 -0.37 3.31
C 1.59 0.42 2.28
C 1.52 -0.01 0.96
C 1.03 0.81 -0.05
C 1.00 0.32 -1.41
N 1.51 -0.82 -1.80
O 1.28 -0.87 -3.14
C 0.65 0.26 -3.47
C 0.26 0.52 -4.88
C -1.15 1.10 -4.96
C -2.14 0.04 -4.48
O -2.65 -0.77 -5.22
N -2.38 0.09 -3.15
C -3.15 -0.94 -2.48
C -2.30 -1.75 -1.49
C -2.06 -1.10 -0.15
C -2.40 0.21 0.15
C -2.18 0.73 1.42
C -1.62 -0.06 2.41
C -1.26 -1.36 2.12
C -1.48 -1.87 0.85
N 0.44 1.03 -2.44
C 0.59 2.10 0.25
C 0.67 2.54 1.55
C 1.15 1.73 2.58
O 1.13 2.33 3.80
C 1.69 1.73 4.94
H 4.63 -1.03 3.17
H 4.00 -1.07 1.52
H 4.37 -2.58 2.36
H 2.57 -2.13 4.02
H 1.91 -2.21 2.38
H 1.84 -1.00 0.68
H 0.33 -0.42 -5.44
H 0.98 1.23 -5.31
H -1.22 2.00 -4.36
H -1.38 1.33 -6.00
H -1.87 0.74 -2.58
H -4.01 -0.50 -1.98
H -3.51 -1.60 -3.27
H -2.80 -2.70 -1.31
H -1.34 -1.98 -1.95
H -2.85 0.85 -0.59
H -2.46 1.75 1.63
H -1.47 0.35 3.40
H -0.82 -1.98 2.88
H -1.20 -2.89 0.63
H 0.21 2.73 -0.53
H 0.34 3.53 1.82
H 1.16 0.81 5.22
H 2.75 1.50 4.81
H 1.57 2.46 5.74